Record 1
{"formula": "C2N5", "method": "ωB97M-V/def2-TZVPD", "homo_energy_ev": -3.830, "total_charge": -1, "de_lowest_kj_mol": 306.17, "e_tot_ev": -9521.4758, "lumo_ev": 4.72, "gap_ev": 8.55, "elements": ["C", "C", "N", "N", "N", "N", "N"], "coordinates": [[1.045, -0.373, 0.623], [0.931, 0.801, -0.197], [1.662, -1.053, 1.339], [-0.662, -0.951, 0.007], [0.997, 1.751, -0.865], [-2.491, 0.042, -0.645], [-1.482, -0.216, -0.262]]}

Record 2
{"formula": "C2N5O2S", "method": "ωB97M-V/def2-TZVPD", "homo_energy_ev": [-1.746, -5.998], "total_charge": -1, "e_tot_ev": -24449.6651, "lumo_ev": [3.26, 0.11], "spin_multiplicity": 3, "gap_ev": [5.01, 6.11], "elements": ["C", "C", "N", "N", "N", "N", "N", "O", "O", "S"], "coordinates": [[-1.897, -0.793, -0.341], [0.585, 0.565, -0.124], [-1.797, 0.225, -0.975], [2.575, -0.018, -0.019], [1.821, 1.003, -0.279], [0.598, -0.708, 0.240], [1.875, -1.029, 0.302], [-1.412, 1.699, 1.091], [-2.205, -1.632, 0.385], [-0.860, 1.520, -0.253]]}

Record 3
{"formula": "C2NO2S2", "method": "ωB97M-V/def2-TZVPD", "homo_energy_ev": -2.756, "total_charge": -1, "de_lowest_kj_mol": 247.60, "e_tot_ev": -29329.5829, "lumo_ev": 2.36, "gap_ev": 5.11, "elements": ["C", "C", "N", "O", "O", "S", "S"], "coordinates": [[-3.408, -0.112, 0.127], [2.922, 0.540, 0.071], [3.482, 1.389, 0.614], [-2.785, 0.890, 0.072], [2.707, -2.337, -0.724], [-4.284, -1.439, 0.290], [2.025, -0.922, -0.447]]}

Record 4
{"formula": "C2O3", "method": "ωB97M-V/def2-TZVPD", "homo_energy_ev": -13.118, "de_lowest_kj_mol": 3.52, "e_tot_ev": -8216.8072, "lumo_ev": 0.59, "gap_ev": 13.71, "elements": ["C", "C", "O", "O", "O"], "coordinates": [[-1.275, 0.414, 0.632], [1.868, -0.811, -0.390], [1.952, -0.406, -1.442], [-0.931, 1.449, 0.309], [-1.613, -0.646, 0.891]]}

Record 5
{"formula": "C30H20Br2N2NaO4P", "method": "ωB97M-V/def2-TZVPD", "homo_energy_ev": -2.048, "total_charge": -2, "de_lowest_kj_mol": 35.38, "e_tot_ev": -196398.7118, "lumo_ev": 3.88, "gap_ev": 5.93, "elements": ["Na", "O", "C", "O", "C", "C", "C", "C", "C", "C", "P", "C", "C", "C", "C", "C", "C", "C", "C", "C", "C", "C", "C", "H", "H", "H", "H", "H", "H", "H", "H", "H", "H", "H", "H", "H", "H", "C", "C", "C", "C", "C", "C", "Br", "C", "C", "Br", "C", "O", "C", "N", "H", "H", "H", "H", "H", "H", "O", "C", "N"], "coordinates": [[6.801, -14.691, 9.509], [4.142, -16.596, 11.964], [4.814, -16.948, 10.994], [5.256, -16.207, 9.999], [5.253, -18.390, 10.867], [4.701, -19.190, 11.873], [5.159, -20.486, 12.003], [6.040, -21.087, 11.050], [6.576, -20.247, 10.067], [6.122, -18.926, 9.903], [6.790, -17.760, 8.543], [5.459, -17.802, 7.213], [4.211, -18.444, 7.306], [3.276, -18.304, 6.208], [3.642, -17.594, 5.040], [4.920, -16.952, 4.973], [5.746, -17.022, 6.060], [8.084, -18.853, 7.688], [7.848, -19.904, 6.742], [8.894, -20.567, 6.183], [10.176, -20.270, 6.577], [10.436, -19.063, 7.279], [9.400, -18.439, 7.870], [4.022, -18.698, 12.521], [4.897, -21.043, 12.913], [6.382, -22.081, 11.144], [7.391, -20.555, 9.318], [3.767, -19.116, 8.100], [2.335, -18.796, 6.319], [2.946, -17.679, 4.224], [5.099, -16.278, 4.073], [6.605, -16.307, 6.050], [6.811, -20.242, 6.494], [8.732, -21.466, 5.634], [11.054, -20.865, 6.339], [11.473, -18.731, 7.379], [9.444, -17.604, 8.573], [5.858, -11.594, 10.750], [5.979, -11.226, 9.303], [5.907, -9.913, 8.871], [6.100, -9.591, 7.542], [6.331, -10.616, 6.659], [6.464, -10.381, 5.211], [6.534, -8.665, 4.379], [6.633, -11.492, 4.383], [6.664, -12.763, 4.852], [7.010, -14.122, 3.580], [6.509, -13.073, 6.240], [6.456, -14.209, 6.744], [6.257, -11.922, 7.104], [6.199, -12.179, 8.420], [6.565, -12.434, 10.912], [4.913, -11.934, 11.090], [6.210, -10.808, 11.420], [5.671, -9.086, 9.586], [6.025, -8.524, 7.337], [6.720, -11.328, 3.325], [9.673, -12.590, 12.402], [9.098, -13.328, 11.612], [8.550, -14.127, 10.939]]}

Record 6
{"formula": "C30H20N3O9ReS2", "method": "ωB97M-V/def2-TZVPD", "homo_energy_ev": [-11.208, -11.332], "total_charge": 1, "e_tot_ev": -78126.6680, "lumo_ev": [-3.73, -4.50], "spin_multiplicity": 4, "gap_ev": [7.47, 6.83], "elements": ["Re", "O", "S", "O", "N", "C", "C", "C", "C", "C", "C", "C", "C", "N", "C", "C", "C", "C", "C", "C", "C", "H", "H", "H", "H", "H", "H", "H", "H", "H", "H", "H", "O", "C", "O", "C", "C", "C", "C", "O", "C", "O", "C", "C", "H", "H", "H", "H", "H", "O", "C", "N", "S", "O", "O", "C", "C", "C", "C", "C", "C", "H", "H", "H", "H"], "coordinates": [[-0.194, -0.394, 0.123], [-1.995, -1.560, 0.373], [-1.747, -2.523, -0.765], [-1.351, -3.856, -0.455], [-0.564, -1.653, -1.460], [0.607, -2.099, -2.088], [0.762, -3.186, -2.902], [2.013, -3.456, -3.497], [3.086, -2.635, -3.304], [2.962, -1.505, -2.462], [4.012, -0.594, -2.202], [3.822, 0.460, -1.349], [2.591, 0.600, -0.699], [1.596, -0.239, -0.922], [1.731, -1.265, -1.835], [-3.209, -2.583, -1.708], [-3.305, -3.594, -2.661], [-4.459, -3.682, -3.416], [-5.499, -2.786, -3.196], [-5.396, -1.803, -2.223], [-4.240, -1.688, -1.468], [-0.079, -3.836, -3.104], [2.106, -4.324, -4.136], [4.034, -2.833, -3.786], [4.968, -0.741, -2.687], [4.608, 1.172, -1.146], [2.407, 1.381, 0.029], [-2.502, -4.307, -2.792], [-4.554, -4.455, -4.166], [-6.404, -2.864, -3.784], [-6.215, -1.120, -2.049], [-4.139, -0.925, -0.712], [-0.102, -0.543, 4.042], [0.165, -0.755, 2.901], [0.233, 0.203, 1.949], [0.364, -2.125, 2.323], [1.332, -2.281, 1.324], [1.618, -3.552, 0.780], [0.887, -4.592, 1.262], [0.923, -5.885, 0.881], [-0.046, -6.579, 1.674], [-0.668, -5.607, 2.521], [-0.083, -4.425, 2.264], [-0.367, -3.212, 2.820], [2.038, -1.472, 1.162], [2.394, -3.697, 0.040], [0.454, -7.326, 2.288], [-0.798, -7.022, 1.023], [-1.108, -3.081, 3.595], [0.110, 2.804, 0.889], [-0.600, 2.609, -0.056], [-0.765, 1.343, -0.672], [-1.590, 1.431, -2.131], [-0.669, 1.189, -3.200], [-2.776, 0.630, -2.049], [-1.957, 3.137, -1.959], [-2.695, 3.923, -2.821], [-2.845, 5.260, -2.475], [-2.265, 5.773, -1.315], [-1.518, 4.966, -0.470], [-1.377, 3.632, -0.808], [-3.136, 3.519, -3.722], [-3.418, 5.914, -3.117], [-2.400, 6.819, -1.075], [-1.058, 5.350, 0.430]]}

Record 7
{"formula": "C30H21AlCl4N4O4S", "method": "ωB97M-V/def2-TZVPD", "homo_energy_ev": -6.755, "de_lowest_kj_mol": 0.00, "e_tot_ev": -113130.6903, "lumo_ev": 0.27, "gap_ev": 7.03, "elements": ["Al", "O", "C", "C", "C", "C", "C", "C", "C", "N", "C", "C", "N", "H", "H", "H", "H", "H", "H", "H", "Cl", "C", "C", "Cl", "C", "Cl", "C", "O", "C", "O", "C", "Cl", "O", "S", "C", "C", "C", "C", "C", "C", "C", "C", "C", "C", "C", "C", "H", "H", "H", "H", "H", "H", "H", "H", "H", "H", "N", "C", "C", "N", "C", "H", "H", "H", "H"], "coordinates": [[-0.196, -0.545, -0.492], [1.384, -1.475, -0.425], [2.566, -1.027, -0.785], [3.697, -1.334, -0.010], [4.946, -0.874, -0.363], [5.132, -0.103, -1.513], [4.037, 0.194, -2.295], [2.760, -0.255, -1.949], [1.604, 0.049, -2.780], [0.336, -0.047, -2.413], [-0.435, 0.270, -3.515], [0.377, 0.571, -4.555], [1.664, 0.427, -4.077], [3.544, -1.918, 0.888], [5.795, -1.103, 0.270], [6.113, 0.267, -1.778], [4.173, 0.808, -3.180], [-1.511, 0.263, -3.468], [0.167, 0.867, -5.567], [2.510, 0.557, -4.601], [1.068, 3.152, 4.859], [0.519, 1.897, 3.803], [-0.188, 0.817, 4.302], [-0.521, 0.697, 5.996], [-0.649, -0.183, 3.433], [-1.582, -1.522, 4.012], [-0.402, -0.104, 2.074], [-0.861, -0.956, 1.172], [0.338, 0.996, 1.567], [0.486, 1.033, 0.249], [0.780, 1.983, 2.428], [1.612, 3.340, 1.746], [-1.876, 0.559, -0.901], [-1.623, 2.065, -1.023], [-2.078, 2.722, 0.568], [-2.574, 1.863, 1.535], [-2.895, 2.385, 2.781], [-2.723, 3.737, 3.037], [-2.207, 4.579, 2.058], [-1.874, 4.071, 0.814], [-3.017, 2.601, -1.992], [-2.831, 3.674, -2.849], [-3.877, 4.076, -3.671], [-5.083, 3.392, -3.637], [-5.256, 2.314, -2.774], [-4.221, 1.913, -1.946], [-2.673, 0.807, 1.320], [-3.264, 1.726, 3.556], [-2.982, 4.139, 4.008], [-2.042, 5.627, 2.273], [-1.438, 4.712, 0.055], [-1.876, 4.186, -2.879], [-3.745, 4.913, -4.343], [-5.892, 3.693, -4.290], [-6.201, 1.787, -2.748], [-4.334, 1.077, -1.268], [-1.593, -4.268, -1.462], [-2.830, -3.669, -1.355], [-2.582, -2.349, -1.177], [-1.220, -2.141, -1.185], [-0.653, -3.316, -1.343], [-1.415, -5.252, -1.565], [-3.747, -4.228, -1.407], [-3.266, -1.531, -1.041], [0.410, -3.486, -1.358]]}

Record 8
{"formula": "C30H21Br2Cl56F5N3O3", "method": "ωB97M-V/def2-TZVPD", "homo_energy_ev": -12.310, "total_charge": 1, "e_tot_ev": -896977.2453, "lumo_ev": -4.85, "gap_ev": 7.46, "elements": ["C", "C", "C", "Br", "C", "C", "N", "C", "C", "C", "O", "C", "C", "F", "F", "C", "F", "F", "F", "C", "C", "O", "O", "N", "N", "C", "Br", "C", "C", "H", "H", "H", "H", "H", "H", "H", "H", "H", "H", "H", "H", "H", "H", "H", "H", "H", "H", "H", "H", "H", "C", "Cl", "Cl", "Cl", "Cl", "C", "Cl", "Cl", "Cl", "Cl", "C", "Cl", "Cl", "Cl", "Cl", "C", "Cl", "Cl", "Cl", "Cl", "C", "Cl", "Cl", "Cl", "Cl", "C", "Cl", "Cl", "Cl", "Cl", "C", "Cl", "Cl", "Cl", "Cl", "C", "Cl", "Cl", "Cl", "Cl", "C", "Cl", "Cl", "Cl", "Cl", "C", "Cl", "Cl", "Cl", "Cl", "C", "Cl", "Cl", "Cl", "Cl", "C", "Cl", "Cl", "Cl", "Cl", "C", "Cl", "Cl", "Cl", "Cl", "C", "Cl", "Cl", "Cl", "Cl"], "coordinates": [[1.221, -1.157, 2.892], [2.362, -0.639, 1.990], [1.840, -0.004, 0.650], [2.887, 1.583, 0.154], [0.351, 0.224, 0.606], [-0.389, -0.631, -0.277], [0.306, -1.595, -1.008], [0.062, -2.991, -0.659], [0.669, -1.303, -2.350], [0.676, 0.167, -2.765], [0.978, -2.193, -3.108], [-1.754, -0.430, -0.302], [-2.636, -1.255, -1.247], [-3.555, -0.475, -1.857], [-1.947, -1.828, -2.241], [-3.445, -2.427, -0.524], [-4.746, -2.240, -0.556], [-3.202, -3.569, -1.188], [-2.988, -2.634, 0.721], [-2.367, 0.534, 0.535], [-3.858, 0.805, 0.641], [-4.525, -0.220, 1.340], [-3.720, -0.540, 2.467], [-1.639, 1.284, 1.314], [-0.348, 1.106, 1.298], [0.358, 2.070, 2.210], [0.524, 3.809, 1.346], [-0.514, 2.308, 3.468], [0.371, 3.092, 4.489], [0.702, -0.343, 3.401], [0.526, -1.799, 2.343], [1.637, -1.784, 3.684], [2.980, -1.506, 1.764], [2.947, 0.110, 2.524], [2.125, -0.716, -0.113], [-0.561, -3.514, -1.385], [-0.472, -3.045, 0.295], [0.965, -3.587, -0.531], [-0.347, 0.541, -2.848], [1.175, 0.741, -1.980], [1.219, 0.227, -3.702], [-3.983, 1.715, 1.241], [-4.323, 0.999, -0.321], [-3.901, -1.480, 2.606], [1.297, 1.677, 2.580], [-0.866, 1.369, 3.895], [-1.333, 2.979, 3.231], [0.156, 4.155, 4.420], [0.251, 2.709, 5.500], [1.432, 2.996, 4.232], [1.234, 6.171, -1.917], [1.392, 7.544, -3.012], [0.694, 6.744, -0.332], [0.043, 5.033, -2.563], [2.798, 5.360, -1.754], [2.791, -5.311, -2.753], [3.544, -3.914, -3.525], [1.085, -5.413, -3.215], [3.639, -6.780, -3.247], [2.891, -5.112, -0.998], [1.509, -6.226, -7.916], [-0.247, -6.423, -7.885], [1.910, -4.525, -8.187], [2.187, -6.746, -6.368], [2.193, -7.209, -9.214], [-7.744, 1.869, 0.673], [-7.156, 0.281, 0.158], [-8.127, 2.842, -0.750], [-9.188, 1.667, 1.670], [-6.490, 2.684, 1.622], [3.142, -1.656, 7.056], [3.409, -0.328, 5.906], [2.439, -1.013, 8.540], [2.029, -2.832, 6.341], [4.679, -2.437, 7.424], [4.903, -4.373, 3.487], [6.586, -4.764, 3.139], [4.351, -5.321, 4.869], [4.760, -2.640, 3.845], [3.898, -4.743, 2.078], [-2.141, 10.024, 0.218], [-1.250, 11.414, 0.840], [-1.091, 9.074, -0.844], [-2.676, 8.998, 1.564], [-3.549, 10.574, -0.691], [2.885, -4.749, 10.139], [2.740, -5.275, 8.454], [1.588, -3.605, 10.507], [2.756, -6.150, 11.205], [4.449, -3.963, 10.380], [6.958, -7.486, -6.140], [7.922, -6.179, -6.830], [7.527, -9.041, -6.755], [7.099, -7.461, -4.377], [5.265, -7.251, -6.602], [-10.207, 6.463, 0.278], [-10.476, 5.997, -1.407], [-11.511, 7.528, 0.811], [-10.170, 5.014, 1.286], [-8.657, 7.304, 0.414], [3.395, -10.705, -3.963], [4.050, -12.227, -4.574], [1.629, -10.787, -3.936], [3.998, -10.418, -2.325], [3.906, -9.378, -5.016], [-6.118, 8.208, -3.386], [-6.329, 9.961, -3.481], [-7.426, 7.506, -2.429], [-6.138, 7.520, -5.015], [-4.572, 7.842, -2.612], [-1.997, 11.970, 5.324], [-2.516, 10.838, 4.068], [-0.921, 11.141, 6.456], [-1.138, 13.321, 4.575], [-3.410, 12.579, 6.193], [6.874, -2.866, -8.875], [6.593, -1.127, -9.018], [5.535, -3.609, -7.988], [6.979, -3.581, -10.486], [8.389, -3.147, -8.006]]}